One molecule with the formula C4H4N2O. Source: the OMol25 dataset; level of theory: ωB97M-V with the def2-TZVPD basis set.

The geometry in XYZ format:
```
11
Properties=species:S:1:pos:R:3:forces:R:3
C 1.196 -0.588 -0.066 0.31 -0.12 0.09
H -1.923 -1.662 -0.223 0.07 0.12 0.01
N -1.349 0.310 0.280 0.00 0.28 0.05
O 2.300 -1.028 0.129 -0.36 0.20 -0.06
H 1.074 1.329 -1.045 -0.04 -0.09 -0.04
C -0.505 1.343 0.304 -0.11 -0.43 -0.08
H 1.592 1.405 0.586 0.10 0.00 0.02
C -1.052 -1.017 -0.093 0.28 -0.12 -0.10
C 0.878 0.890 -0.056 -0.05 0.09 0.08
N 0.112 -1.480 -0.295 -0.27 0.11 0.02
H -2.323 0.500 0.478 0.06 -0.02 0.01
```
Forces are in eV/Å.

Properties
- Net charge: 0
- Energy above the lowest of the compared OMol25 structures with the same formula, charge and spin: 2.347 eV
- Total energy: -9238.141 eV
- Kohn-Sham gap: 0.3088 Ha
- E_HOMO: -8.84 eV

***

A 2-piece molecular cluster, H4N2O2P overall at a distorted geometry. Source: the OMol25 dataset; level of theory: ωB97M-V with the def2-TZVPD basis set.

The geometry in XYZ format:
```
9
Properties=species:S:1:pos:R:3:forces:R:3
H -0.914 1.200 -1.040 -0.78 -0.94 1.79
O 2.965 -1.062 0.275 -1.48 0.64 -0.25
H -3.240 0.072 -0.180 -1.47 -1.70 1.22
N -2.772 0.814 -0.596 -0.50 1.57 -1.11
P -0.513 -0.534 0.392 -1.15 0.15 0.13
H 2.015 -0.526 0.272 1.12 -1.13 -1.15
O 0.820 0.145 0.113 0.98 0.47 0.07
N -1.505 0.599 -0.367 2.16 0.89 -1.98
H 3.144 -0.709 1.130 1.12 0.05 1.28
```
Forces are in eV/Å.

Properties
- Net charge: -1
- Energy above the lowest of the compared OMol25 structures with the same formula, charge and spin: 5.060 eV
- Total energy: -16428.456 eV
- Kohn-Sham gap (spin up / spin down): 0.2753 / 0.2462 Ha
- E_HOMO (spin up / spin down): -2.77 / -1.98 eV

***

A 13-piece molecular cluster, C34H97BN28O15P overall at a distorted geometry. Source: the OMol25 dataset; level of theory: ωB97M-V with the def2-TZVPD basis set.

The geometry in XYZ format:
```
176
Properties=species:S:1:pos:R:3:forces:R:3
H -1.304 3.193 3.059 0.18 0.09 0.05
H -3.821 0.140 -0.053 0.00 -0.14 0.35
O 1.044 1.248 7.035 -0.06 -0.03 -0.22
H 2.288 -3.107 -7.800 0.02 -0.13 -0.09
H 5.658 -6.323 -7.864 0.01 0.00 -0.02
C -8.369 0.305 -0.709 0.16 0.08 0.04
N 6.254 1.974 5.166 -0.08 -0.01 0.03
H 6.610 0.146 -0.649 -0.02 -0.22 -0.23
H -1.108 0.803 8.133 -0.03 0.00 0.08
H -3.544 -3.785 -1.366 0.00 -0.05 -0.09
H -0.604 -0.570 9.058 0.05 0.01 0.03
N -11.945 -2.220 -2.636 -0.06 0.10 -0.08
H 14.175 -0.619 -7.768 -0.01 0.02 0.00
H 10.257 0.136 -4.511 -0.13 0.17 -0.14
H 13.797 -1.585 -6.385 -0.01 0.01 0.00
C -1.699 1.092 3.356 -0.90 -0.10 -0.51
H 5.875 2.620 5.832 0.02 0.02 -0.01
H 6.702 -1.049 1.505 -0.04 -0.09 0.04
N 4.876 -5.710 -7.989 -0.06 -0.01 0.03
N -7.519 0.384 0.347 -0.11 0.06 0.00
H -4.612 5.539 -4.805 0.00 -0.01 0.01
C -0.106 -1.055 0.624 0.41 -0.34 0.36
H -4.917 4.680 -0.863 -0.01 0.14 0.10
H -10.574 -2.413 -0.541 0.04 -0.01 -0.08
H 1.670 -1.241 8.914 -0.02 0.02 0.03
H 4.697 -5.640 -11.197 -0.01 0.00 0.01
H -4.798 -4.732 -0.647 -0.04 -0.03 -0.07
C 0.132 -2.569 -1.151 0.18 -0.19 -0.81
H 7.212 -5.787 0.085 0.00 0.02 0.00
C 5.662 -0.150 -0.200 -0.33 0.18 0.59
H -3.447 2.395 0.094 0.58 -0.18 0.18
C 12.484 -0.065 -6.670 0.02 0.04 0.01
C -2.705 0.318 4.243 0.48 -0.58 0.46
H 10.379 -0.022 -2.172 -0.01 -0.02 -0.04
O -5.340 5.577 1.409 0.07 -0.24 0.04
H -1.196 0.343 5.792 0.02 -0.06 0.24
C 3.236 0.632 0.103 0.41 0.86 0.05
H 4.551 1.025 -1.594 -0.03 0.07 0.00
H -0.733 -4.493 -1.527 -0.12 -0.13 -0.26
O -9.041 -0.696 -0.937 -0.14 -0.20 -0.10
C -2.967 -2.702 2.194 0.41 0.33 -0.13
N 6.253 -5.615 0.324 0.01 -0.04 0.00
O 11.782 -0.320 -5.703 0.09 -0.10 -0.01
N -5.093 1.849 1.822 0.40 0.43 0.06
H -3.228 -3.409 2.981 -0.10 0.07 0.06
N -5.206 5.210 -1.663 -0.01 -0.16 -0.14
O 6.413 -3.514 -0.512 -0.01 -0.03 -0.01
C 8.820 0.930 -3.196 -0.03 -0.02 0.02
H -3.002 -3.259 1.248 0.00 -0.03 0.02
H 0.357 -1.673 -1.742 -0.15 0.17 0.22
O 0.676 -3.846 -5.156 -0.01 0.08 0.13
H 5.821 -6.504 -10.208 0.00 0.00 0.02
N 1.862 -3.657 -7.078 0.03 0.08 0.22
C -4.613 4.939 -2.866 -0.01 0.06 -0.04
C -1.042 -0.727 1.828 0.17 1.23 -1.13
H 5.298 -1.082 -0.636 0.38 -0.03 -0.29
H -3.709 -1.905 2.097 -0.13 -0.11 0.12
N 9.389 0.641 -4.398 0.06 -0.06 0.12
C 2.112 0.559 2.430 0.10 0.56 -0.51
H -1.974 -1.225 5.653 -0.06 -0.03 0.01
H -2.813 0.181 6.398 -0.09 -0.34 0.09
H 3.867 -4.882 0.807 0.03 -0.02 0.00
H -1.641 3.892 5.472 0.02 -0.05 0.06
O -5.016 -1.948 -2.171 0.21 0.08 0.15
H 0.658 -1.362 -5.186 -0.02 0.00 -0.02
H -7.449 -0.421 0.942 0.02 -0.01 -0.01
H -1.767 1.595 -0.734 0.04 0.08 -0.13
N -0.384 0.171 8.419 0.03 0.08 0.02
O -3.769 4.067 -3.004 -0.03 0.01 0.21
H 2.485 1.050 -0.574 -0.18 -0.32 -0.01
C 3.064 1.324 1.477 -0.56 -0.54 -0.07
O 7.768 1.543 -3.084 -0.01 0.00 0.01
H 0.504 1.341 1.211 -0.09 -0.10 0.00
O 7.518 1.531 3.338 0.04 0.08 0.10
H 1.566 -1.179 -6.645 0.01 -0.03 -0.02
H 1.905 -4.655 -7.163 -0.07 0.00 -0.13
H 2.442 0.710 3.456 -0.09 -0.19 0.09
H -5.828 8.410 2.762 -0.02 -0.01 0.00
H -5.539 2.554 2.403 -0.14 -0.20 0.08
O 3.431 -4.600 -9.341 -0.01 0.02 0.03
N 4.435 -4.185 0.366 -0.10 0.00 0.01
H -2.699 -1.155 -0.370 0.20 -0.01 -0.01
H 4.042 -3.286 0.160 0.04 0.02 0.00
H -11.391 -1.406 -2.447 0.08 -0.05 0.05
N -6.696 -3.162 -1.262 -0.06 0.15 0.04
B -1.471 -2.209 2.314 -0.79 -0.64 0.48
N -5.029 5.714 -3.910 0.00 0.00 -0.04
C -5.840 6.410 2.156 -0.05 0.12 0.01
N 5.037 -5.886 -10.286 0.00 0.00 -0.04
H -11.080 -4.023 -0.129 -0.07 -0.01 -0.02
N -11.124 -3.231 -0.742 0.18 0.10 0.17
H 4.959 1.902 -0.125 0.06 0.04 -0.08
O -0.622 -2.224 0.009 0.00 0.24 -0.06
H -3.089 -0.544 3.698 0.12 0.01 -0.11
H 4.024 1.475 1.960 0.07 -0.03 -0.04
H -1.648 -3.084 -2.166 -0.07 -0.15 -0.12
N 1.817 -0.507 8.248 0.02 0.07 -0.03
H 0.339 0.036 4.664 0.27 0.01 -0.03
C -0.659 -3.529 -2.029 0.14 0.57 0.69
N -2.431 1.132 2.009 0.29 0.91 -0.76
H 2.727 -0.392 7.843 0.01 0.00 0.00
C 4.386 -5.351 -9.213 0.07 0.01 0.00
C 5.749 -4.380 0.021 0.05 0.03 0.01
H -4.700 7.966 1.530 0.00 0.00 0.01
H -5.718 6.436 -3.826 0.00 0.00 0.02
N -4.210 4.228 5.844 -0.27 -0.13 -0.58
C -0.455 0.271 2.878 1.16 -1.05 0.52
H 7.001 4.358 4.694 0.00 -0.02 0.02
H 5.722 -6.342 0.763 -0.01 0.01 0.00
C 5.864 -0.386 1.307 -0.49 0.38 -0.56
H 0.738 2.112 2.735 -0.15 -0.05 0.00
H -2.613 1.258 -3.113 -0.09 0.20 -0.01
N -4.513 -3.904 -1.134 0.09 0.10 0.17
O 0.105 -0.529 3.915 -0.58 0.31 0.06
C 0.845 0.363 7.858 -0.08 -0.23 -0.03
H -0.347 2.417 4.302 0.00 0.08 0.02
H 12.785 1.213 -8.298 0.02 -0.01 0.01
H 4.429 -5.320 -7.180 0.03 0.04 0.00
H 1.105 -2.989 -0.865 -0.06 -0.07 0.14
H -7.874 2.232 -1.348 0.05 -0.03 0.00
C -2.145 -0.155 5.605 -0.02 0.83 -0.23
H 7.953 3.974 3.303 0.01 -0.02 0.00
H -3.365 4.540 3.943 -0.08 -0.02 -0.05
H 4.941 -0.805 1.722 0.15 -0.17 0.18
H -7.269 6.764 3.643 -0.02 0.02 -0.03
N 13.582 -0.809 -6.983 0.02 -0.05 0.01
H -6.955 1.189 0.559 0.17 -0.10 0.02
C -3.122 1.014 -2.185 0.30 -0.13 0.16
C 0.689 1.126 2.269 -0.12 0.27 0.03
C -2.118 0.131 1.240 0.19 -0.98 0.43
N 9.517 0.485 -2.105 0.02 0.04 0.08
C -5.388 -2.940 -1.560 -0.14 -0.08 -0.09
H 11.425 1.553 -7.287 0.02 0.01 0.02
H -3.711 0.110 -2.332 -0.01 -0.02 -0.11
H 0.908 -1.260 0.973 -0.09 0.05 0.18
N -8.423 1.409 -1.507 -0.12 -0.01 0.01
H 2.159 -0.501 2.193 0.05 -0.08 0.29
H -0.029 -0.236 -0.096 -0.16 -0.07 -0.11
H -4.218 2.988 4.130 0.17 -0.03 -0.23
H -3.211 3.536 1.979 0.33 -0.21 -0.02
H -7.173 5.151 3.031 -0.05 0.02 -0.04
H -3.582 0.940 4.411 0.06 0.17 -0.15
C -1.357 2.497 3.898 -0.08 -0.53 0.31
H -5.892 5.927 -1.533 0.03 0.03 0.03
H 6.035 1.000 5.248 0.03 -0.01 -0.01
H -0.074 -3.480 2.033 0.28 -0.04 0.27
H -7.018 -3.967 -0.758 0.00 -0.04 -0.05
N -6.839 6.097 3.030 0.10 -0.09 0.07
C -11.940 -3.329 -1.834 0.04 -0.01 -0.03
C 1.197 -3.141 -6.012 0.02 -0.05 -0.11
H -9.034 1.375 -2.302 0.03 -0.01 -0.02
N 7.355 3.677 4.051 -0.01 0.04 -0.02
N 12.222 0.983 -7.501 -0.05 0.01 -0.02
N -5.434 7.709 2.164 0.05 -0.02 -0.02
O -0.524 -3.093 2.797 -0.20 0.35 -0.68
H 6.035 0.568 1.800 0.24 -0.07 0.17
H -0.183 -3.600 -3.005 0.02 -0.30 -0.03
H 8.900 0.953 -5.215 -0.03 -0.03 0.00
N -2.125 0.738 -1.134 0.17 -0.60 -0.01
C 4.622 0.935 -0.509 -0.02 -0.42 0.08
H 3.084 -0.447 0.187 0.00 -0.05 -0.05
C -3.552 3.704 4.621 -0.02 0.13 0.67
N 1.148 -1.775 -5.956 -0.01 0.03 0.06
H -4.843 4.976 5.574 0.12 0.08 0.08
H 9.128 0.674 -1.201 -0.01 -0.01 -0.01
C -2.745 -0.103 -0.101 -0.61 0.67 -0.07
O -12.603 -4.321 -2.077 0.00 0.01 0.00
P -3.635 2.300 1.476 -1.67 0.02 0.10
C 7.075 2.341 4.132 0.03 -0.01 -0.05
H -3.779 1.835 -1.887 -0.12 0.01 -0.28
H -12.528 -2.246 -3.451 0.00 -0.03 0.01
H -4.832 3.502 6.187 0.15 0.04 0.25
C -2.217 3.080 5.024 -0.20 0.39 -0.22
H -2.395 2.372 5.833 0.11 -0.12 -0.09
H 2.622 2.305 1.281 0.28 0.17 0.15
H -7.370 -2.478 -1.565 -0.04 0.01 0.07
```
Forces are in eV/Å.

Properties
- Net charge: +1
- Total energy: -119239.597 eV
- Kohn-Sham gap: 0.2720 Ha
- E_HOMO: -10.20 eV